No. 1
This record from OMol25 describes an isolated ion of composition C4H2F4N3O2S and charge -1 in a non-equilibrium geometry. The level of theory is ωB97M-V/def2-TZVPD.

```
16
Properties=species:S:1:pos:R:3:mulliken_charge:R:1
C -0.974 0.339 0.440 0.3284
C -0.207 -0.908 0.537 0.3152
C -1.101 0.666 -2.250 0.0847
C -0.807 -2.250 0.588 0.8429
N -0.151 1.294 0.679 -0.6042
N 1.045 -0.575 0.954 -0.7276
N 1.003 0.699 0.979 0.2662
O -0.339 1.569 -2.173 -0.5041
O -3.148 1.694 -0.397 -0.6668
F -0.682 -0.854 -2.254 -0.4143
F 0.030 -3.347 0.632 -0.3260
F -1.383 -2.414 1.865 -0.2863
F -1.633 -2.479 -0.389 -0.1752
S -2.455 0.436 -0.557 0.2740
H -1.799 0.651 -3.075 0.3302
H 1.850 1.184 1.420 0.2626
```

E_HOMO, eV: -3.71
Kohn-Sham gap, eV: 7.4299
Total charge: -1

---

No. 2
This record from OMol25 describes a 7-piece molecular cluster, C16H33N6O7 overall in a non-equilibrium geometry. The level of theory is ωB97M-V/def2-TZVPD.

```
62
Properties=species:S:1:pos:R:3:mulliken_charge:R:1
C 2.231 1.003 0.000 -0.8972
O 0.894 1.060 -0.244 -0.5468
H 2.586 -0.075 0.122 -0.2222
H 2.959 1.477 -0.753 0.2822
H 2.588 1.412 0.978 0.3018
C -1.722 -4.130 0.316 -1.5672
C -1.076 -3.322 -0.753 1.0018
C -2.063 -2.982 -1.868 -0.5239
C -1.453 -2.497 -3.100 0.2102
N -0.914 -2.054 -4.025 -0.5449
H -1.022 -4.473 1.089 0.3240
H -2.221 -5.052 0.012 0.4586
H -2.419 -3.466 0.822 0.2761
H -0.297 -4.015 -1.158 0.2805
H -0.627 -2.372 -0.403 -0.4680
H -2.782 -2.235 -1.471 0.2395
H -2.738 -3.879 -2.106 0.3511
C -1.656 3.315 0.469 -0.8453
C -1.607 3.174 -0.990 -0.7551
C -1.655 1.698 -1.363 1.4133
C -2.731 0.948 -0.901 0.1428
N -3.632 0.285 -0.615 -0.7308
H -0.711 2.942 0.981 0.0234
H -2.413 2.587 0.943 0.2838
H -1.857 4.287 0.837 0.4180
H -0.718 3.640 -1.370 0.1757
H -2.347 3.788 -1.493 0.4899
H -0.702 1.251 -0.935 -0.6304
H -1.533 1.501 -2.472 0.3276
C -2.405 -1.060 3.063 -1.6288
C -1.163 -0.940 2.215 1.2296
C 0.067 -0.261 2.905 0.1361
C 0.647 -1.237 3.887 0.1664
N 0.907 -1.845 4.817 -0.5682
H -2.723 -0.051 3.322 0.3661
H -2.361 -1.565 4.001 0.3621
H -3.168 -1.506 2.445 0.4297
H -1.317 -0.386 1.306 -0.3606
H -0.832 -1.872 1.816 -0.4192
H -0.236 0.655 3.314 0.6065
H 0.737 -0.047 2.067 -0.4251
C 1.218 0.850 -3.122 -0.6332
N 1.931 2.178 -2.975 1.1329
O 1.257 3.166 -3.205 -0.6079
O 3.130 2.187 -2.782 -0.6012
H 1.129 0.426 -2.122 0.0126
H 1.944 0.196 -3.651 0.2738
H 0.329 0.910 -3.666 0.3733
C 2.041 4.287 -0.046 -0.4711
N 2.061 5.065 1.198 0.9857
O 1.070 5.168 1.903 -0.5563
O 3.117 5.573 1.532 -0.6253
H 1.016 3.918 -0.196 -0.0603
H 2.703 3.501 0.011 0.2884
H 2.404 4.942 -0.813 0.3423
C 2.330 -3.105 0.161 -0.7139
N 2.284 -4.554 0.463 0.9936
O 1.994 -5.302 -0.417 -0.5560
O 2.490 -4.860 1.607 -0.5842
H 3.318 -2.715 0.288 0.4905
H 1.765 -2.627 0.984 0.0718
H 1.953 -2.904 -0.854 0.2815
```

E_HOMO, eV: -5.00
Kohn-Sham gap, eV: 7.4081
Total charge: -1

---

No. 3
This record from OMol25 describes a 10-piece molecular cluster, C32H68N8O14 overall in a non-equilibrium geometry. The level of theory is ωB97M-V/def2-TZVPD.

```
122
Properties=species:S:1:pos:R:3:mulliken_charge:R:1
C 6.926 20.014 -26.873 -0.8647
C 8.362 19.781 -26.457 0.4448
C 8.694 20.136 -24.984 -0.5060
O 9.292 18.978 -24.457 -0.4043
C 9.066 17.921 -25.260 0.6087
O 9.409 16.814 -25.002 -0.5213
O 8.550 18.339 -26.435 -0.1124
H 6.524 19.510 -27.748 -0.1273
H 6.815 21.084 -27.092 0.4467
H 6.250 19.736 -26.062 0.2042
H 9.034 20.276 -27.161 0.2796
H 7.717 20.376 -24.555 0.2820
H 9.398 20.955 -24.890 0.3509
C 1.531 14.699 -27.412 -0.4100
C 0.309 13.836 -27.359 0.4525
C -0.319 13.676 -25.960 0.1777
O -1.674 14.046 -26.059 -0.3790
C -1.926 14.507 -27.314 0.6737
O -2.951 14.955 -27.720 -0.5289
O -0.780 14.502 -28.028 -0.4087
H 1.482 15.592 -26.788 -0.3742
H 1.696 15.112 -28.415 0.3339
H 2.472 14.162 -27.277 0.0185
H 0.451 12.867 -27.836 0.3347
H 0.187 14.360 -25.266 -0.2775
H -0.139 12.690 -25.529 0.4046
C 4.165 12.456 -30.033 -1.0671
N 4.647 13.275 -28.939 0.7299
C 4.928 14.650 -29.332 -0.1473
C 4.895 12.811 -27.698 -0.2999
O 5.537 13.425 -26.859 -0.5078
H 5.003 12.189 -30.694 0.3399
H 3.599 13.056 -30.750 0.3561
H 3.620 11.585 -29.682 0.3253
H 5.202 14.707 -30.383 0.5642
H 4.051 15.291 -29.196 0.0638
H 5.715 15.092 -28.728 -0.6722
H 4.605 11.752 -27.587 0.2982
C 8.653 15.294 -27.774 -0.9244
N 8.888 15.065 -29.202 0.1796
C 9.373 16.184 -29.964 -0.9412
C 8.502 13.926 -29.809 0.1306
O 8.502 13.715 -31.009 -0.6404
H 7.682 15.755 -27.611 0.2059
H 9.505 15.865 -27.416 0.4214
H 8.709 14.333 -27.262 0.2955
H 9.563 15.910 -31.004 0.3486
H 8.648 16.998 -30.001 0.2167
H 10.370 16.500 -29.646 0.3189
H 8.128 13.174 -29.092 0.3328
C 5.398 18.239 -17.840 -0.9186
N 5.023 17.257 -18.833 0.2027
C 5.505 15.903 -18.717 -0.8821
C 4.141 17.590 -19.794 0.0010
O 3.698 16.801 -20.610 -0.6563
H 5.467 19.224 -18.305 0.3252
H 6.346 18.061 -17.337 0.3060
H 4.657 18.324 -17.036 0.3414
H 4.940 15.303 -18.000 0.3160
H 5.520 15.422 -19.692 0.2362
H 6.542 15.900 -18.375 0.3566
H 3.789 18.629 -19.716 0.3296
C -1.252 16.518 -23.093 -0.7011
N 0.114 16.576 -22.599 0.2034
C 0.589 15.482 -21.786 -0.7503
C 0.904 17.658 -22.800 -0.0334
O 0.600 18.610 -23.501 -0.6100
H -1.354 15.477 -23.409 0.3751
H -1.470 17.209 -23.896 0.0196
H -1.980 16.702 -22.297 0.2924
H -0.183 15.280 -21.036 0.4389
H 0.762 14.569 -22.360 0.2412
H 1.475 15.723 -21.202 0.1188
H 1.820 17.633 -22.187 0.4660
C 3.717 16.064 -24.166 -0.0414
N 4.018 16.893 -25.306 0.5925
C 3.412 18.216 -25.370 -0.4232
C 5.037 16.578 -26.128 -0.1313
O 5.522 17.283 -26.997 -0.3996
H 3.652 16.517 -23.176 0.1751
H 4.335 15.175 -24.059 -0.1814
H 2.702 15.696 -24.394 -0.0563
H 3.440 18.689 -24.389 0.3628
H 3.976 18.828 -26.070 0.0683
H 2.390 18.117 -25.734 -0.1635
H 5.426 15.559 -25.975 0.2628
C -0.704 17.918 -26.678 -0.3365
N -0.329 18.999 -27.551 0.0656
C 0.248 20.149 -26.874 -0.7935
C -0.075 18.826 -28.863 0.0252
O 0.548 19.578 -29.583 -0.5828
H -1.362 18.244 -25.877 0.3408
H 0.160 17.421 -26.212 -0.1154
H -1.143 17.109 -27.268 0.0970
H 1.191 19.881 -26.385 0.1513
H 0.401 20.981 -27.550 0.3201
H -0.384 20.449 -26.035 0.3318
H -0.450 17.848 -29.221 0.4086
C 5.765 12.600 -22.529 -0.7393
N 5.200 11.757 -21.486 0.1503
C 5.691 10.402 -21.466 -0.9976
C 4.125 12.121 -20.768 0.2841
O 3.504 11.394 -20.020 -0.6217
H 5.636 12.140 -23.510 0.5276
H 6.821 12.773 -22.315 0.3070
H 5.285 13.579 -22.554 -0.1186
H 6.608 10.238 -22.032 0.3893
H 5.843 10.014 -20.462 0.3113
H 4.987 9.747 -21.995 0.3139
H 3.827 13.168 -20.951 0.1827
C 3.968 19.720 -29.978 -0.6681
N 4.323 18.427 -30.503 0.2013
C 5.671 17.946 -30.350 -0.9391
C 3.389 17.683 -31.153 0.0205
O 3.574 16.542 -31.529 -0.5908
H 2.911 19.943 -30.106 0.3044
H 4.490 20.542 -30.490 0.3103
H 4.268 19.806 -28.930 0.0748
H 6.426 18.655 -30.691 0.4133
H 5.858 17.636 -29.316 -0.0034
H 5.785 17.029 -30.930 0.4265
H 2.428 18.210 -31.233 0.4406
```

Structure (SMILES): C[C@H]1COC(=O)O1.C[C@H]1COC(=O)O1.CN(C)C=O.CN(C)C=O.CN(C)C=O.CN(C)C=O.CN(C)C=O.CN(C)C=O.CN(C)C=O.CN(C)C=O
E_HOMO, eV: -8.88
Kohn-Sham gap, eV: 8.9924
Total charge: 0

---

No. 4
This record from OMol25 describes C14H24N2O2 in the gas phase. The level of theory is ωB97M-V/def2-TZVPD.

```
42
Properties=species:S:1:pos:R:3:mulliken_charge:R:1
C 5.095 -3.404 1.121 -1.1509
C 4.685 -2.170 1.916 -0.4607
C 3.177 -2.075 2.146 -0.3966
C 2.397 -1.814 0.855 -0.8210
N 0.989 -1.611 1.118 -0.1245
C 0.381 -0.415 0.983 0.2257
O 0.950 0.583 0.597 -0.6723
C -1.110 -0.450 1.343 0.0851
C -1.888 -1.240 0.290 -0.8325
C -2.292 -0.176 -0.733 0.5046
O -2.630 -0.407 -1.873 -0.6827
N -2.237 1.021 -0.116 0.0553
C -2.407 2.321 -0.739 -0.1622
C -1.211 2.682 -1.648 -0.7901
C -1.754 2.558 -3.069 -0.5654
C -3.183 3.072 -2.928 -0.6623
C -3.658 2.406 -1.636 -0.8173
C -1.712 0.953 1.231 -1.1489
H 4.724 -4.308 1.600 0.2856
H 6.179 -3.470 1.064 0.3577
H 4.707 -3.365 0.107 0.3146
H 5.180 -2.198 2.890 0.3186
H 5.025 -1.272 1.397 0.2973
H 2.820 -3.000 2.606 0.3130
H 2.973 -1.255 2.838 0.2717
H 2.510 -2.652 0.161 0.2868
H 2.758 -0.901 0.377 0.3537
H 0.473 -2.391 1.492 0.3018
H -1.220 -0.865 2.348 0.6214
H -1.314 -2.027 -0.195 0.3715
H -2.797 -1.680 0.706 0.3802
H -2.484 3.033 0.088 0.5641
H -0.900 3.710 -1.455 0.3513
H -0.363 2.027 -1.455 0.2521
H -1.775 1.510 -3.365 0.2545
H -1.167 3.123 -3.792 0.3996
H -3.180 4.158 -2.817 0.2890
H -3.811 2.811 -3.778 0.3744
H -4.008 1.400 -1.859 0.3020
H -4.465 2.957 -1.153 0.3535
H -0.939 1.714 1.373 0.5070
H -2.515 1.110 1.962 0.2950
```

Structure (SMILES): CCCCNC(=O)[C@@H]1CC(=O)N(C2CCCC2)C1
E_HOMO, eV: -8.96
Kohn-Sham gap, eV: 9.6091
Total charge: 0

---

No. 5
This record from OMol25 describes a 3-piece molecular cluster, C4H15NO3 overall in a non-equilibrium geometry. The level of theory is ωB97M-V/def2-TZVPD.

```
23
Properties=species:S:1:pos:R:3:mulliken_charge:R:1
C -1.801 0.038 2.526 -1.0459
C -1.349 0.898 1.321 -0.2715
N -0.631 0.042 0.414 -0.4111
C -0.360 0.826 -0.822 -0.5636
C 0.270 -0.015 -1.920 -0.5197
O -0.845 -0.855 -2.310 -0.5332
H -1.402 -0.979 2.512 0.2865
H -1.485 0.506 3.467 0.2994
H -2.873 0.013 2.657 0.2881
H -2.177 1.461 0.843 0.3119
H -0.566 1.584 1.681 0.2906
H -1.157 -0.778 0.107 0.1829
H -1.290 1.105 -1.327 0.3153
H 0.327 1.597 -0.475 0.4440
H 1.094 -0.678 -1.641 0.2947
H 0.647 0.505 -2.810 0.3686
H -0.743 -1.331 -3.150 0.2762
O -1.704 -3.373 -0.105 -0.6523
H -1.425 -3.117 -0.996 0.3075
H -1.058 -3.009 0.505 0.3315
O 6.003 2.289 -0.135 -0.6250
H 5.879 1.528 -0.721 0.3079
H 6.645 1.743 0.381 0.3171
```

Structure (SMILES): CCNCCO.O.O
E_HOMO, eV: -9.01
Kohn-Sham gap, eV: 9.5968
Total charge: 0

---

No. 6
This record from OMol25 describes a 15-piece molecular cluster, C32H23Br2Cl56F9N3O3 overall in a non-equilibrium geometry. The level of theory is ωB97M-V/def2-TZVPD.

```
128
Properties=species:S:1:pos:R:3:mulliken_charge:R:1
C -0.646 -3.610 1.761 -0.8954
C -1.874 -2.570 1.920 -0.4490
N -2.410 -1.879 0.720 0.3819
C -2.024 -2.445 -0.610 0.0404
N -3.177 -2.104 -1.581 -0.3294
C -3.520 -3.226 -2.314 0.0630
C -2.945 -3.380 -3.868 -0.2879
C -4.476 -4.426 -1.685 -0.1210
C -0.713 -1.659 -1.197 -1.0154
N 0.095 -0.877 -0.194 0.5801
C 0.964 0.093 -1.023 -0.8756
C 2.103 0.859 -0.068 -0.5985
C 3.278 1.588 -0.952 0.2589
F 3.755 0.761 -2.092 -0.3555
Br 2.463 3.289 -1.726 0.0340
C 4.607 2.022 -0.086 0.3605
F 5.589 2.626 -1.053 -0.2157
F 5.299 0.870 0.559 -0.2923
Br 4.109 3.488 1.201 0.0357
C -0.695 -0.012 0.760 -0.8659
C -2.329 -0.373 0.758 0.0098
C -3.165 0.362 1.955 -0.4287
O -3.720 -0.205 3.028 -0.5282
C -3.407 2.003 1.804 0.9258
F -2.677 2.612 0.670 -0.2757
F -2.891 2.646 3.069 -0.3152
C -4.981 2.436 1.686 0.4883
F -5.022 3.923 1.956 -0.2450
F -5.884 1.825 2.688 -0.2581
C -5.658 2.234 0.208 0.7890
F -5.829 3.594 -0.408 -0.2604
F -4.931 1.326 -0.706 -0.1904
C -7.207 1.614 0.319 0.0245
O -7.401 0.340 -0.095 -0.4748
O -8.358 2.400 0.792 -0.4340
H -1.047 -4.735 1.743 0.2582
H 0.003 -3.548 2.761 0.2970
H 0.101 -3.432 0.883 0.2115
H -2.778 -3.162 2.430 0.3702
H -1.551 -1.770 2.746 0.2672
H -1.959 -3.626 -0.669 0.4596
H -1.856 -3.817 -3.777 0.2044
H -3.669 -4.100 -4.440 -0.2592
H -2.928 -2.337 -4.443 0.3249
H -5.039 -4.029 -0.737 -0.1104
H -5.238 -4.862 -2.493 0.0897
H -3.735 -5.286 -1.360 0.3127
H -0.010 -2.435 -1.719 0.2846
H -1.072 -0.901 -2.037 0.3462
H 0.775 -1.429 0.372 0.6264
H 0.328 0.841 -1.663 0.3640
H 1.597 -0.602 -1.758 0.3963
H 1.563 1.679 0.610 0.4355
H 2.608 0.116 0.705 0.3451
H -0.254 0.058 1.849 0.0982
H -0.644 1.100 0.329 0.4898
H -2.722 0.120 -0.257 0.3331
H -8.604 3.041 0.044 0.4094
C 4.996 0.852 4.536 0.2180
Cl 6.173 2.002 5.218 -0.0069
Cl 5.268 0.694 2.782 0.1466
Cl 5.200 -0.738 5.314 -0.0937
Cl 3.343 1.449 4.830 -0.1048
C -4.304 -6.777 -6.131 0.2282
Cl -5.783 -7.537 -6.771 -0.0379
Cl -4.326 -6.843 -4.350 -0.0291
Cl -2.876 -7.651 -6.740 -0.0381
Cl -4.232 -5.078 -6.662 -0.1088
C 1.396 2.580 -5.773 0.0962
Cl 0.882 1.626 -4.359 -0.0118
Cl 3.169 2.503 -5.929 0.0974
Cl 0.641 1.916 -7.244 -0.0888
Cl 0.892 4.276 -5.561 -0.0891
C 4.396 5.621 6.251 0.2357
Cl 6.020 6.179 6.728 -0.0784
Cl 4.353 5.353 4.490 -0.0238
Cl 4.020 4.097 7.094 -0.0683
Cl 3.191 6.857 6.693 -0.0928
C 10.096 0.560 6.328 0.2441
Cl 10.425 0.044 8.001 -0.0586
Cl 11.175 -0.316 5.213 -0.0824
Cl 8.400 0.199 5.919 -0.0107
Cl 10.383 2.312 6.179 -0.0772
C 12.796 4.146 3.357 0.2545
Cl 14.420 4.703 3.834 -0.0889
Cl 12.753 3.877 1.596 -0.0996
Cl 12.420 2.621 4.200 -0.0190
Cl 11.591 5.381 3.799 -0.1039
C -8.504 -6.849 -3.805 0.3057
Cl -10.087 -6.036 -3.714 -0.0874
Cl -8.681 -8.396 -4.670 -0.0923
Cl -7.351 -5.808 -4.679 -0.0551
Cl -7.898 -7.155 -2.158 -0.0768
C 0.513 -7.319 -8.930 0.3285
Cl 1.810 -6.551 -9.880 -0.0944
Cl 0.574 -6.724 -7.252 -0.0896
Cl -1.067 -6.914 -9.647 -0.0756
Cl 0.735 -9.086 -8.942 -0.0836
C 5.313 6.099 -3.720 0.1962
Cl 3.807 5.928 -4.657 -0.0525
Cl 5.456 4.742 -2.574 0.0638
Cl 6.708 6.088 -4.829 -0.0677
Cl 5.282 7.636 -2.820 -0.0971
C 7.113 2.571 -6.542 0.2956
Cl 6.173 4.020 -6.981 -0.0797
Cl 7.329 1.545 -7.982 -0.0868
Cl 8.708 3.065 -5.920 -0.0847
Cl 6.242 1.656 -5.286 -0.0612
C -7.887 6.291 2.461 0.2838
Cl -9.470 7.104 2.552 -0.1051
Cl -8.063 4.743 1.596 0.0236
Cl -6.734 7.331 1.587 -0.1068
Cl -7.281 5.985 4.108 -0.0983
C 13.713 2.455 8.678 0.2541
Cl 13.331 2.318 6.943 0.0608
Cl 13.061 3.987 9.311 -0.1030
Cl 12.979 1.089 9.557 -0.0935
Cl 15.480 2.424 8.902 -0.0976
C -8.187 -4.016 1.300 0.2534
Cl -9.666 -4.775 0.660 -0.0919
Cl -8.209 -4.081 3.081 -0.0893
Cl -6.759 -4.890 0.691 -0.0934
Cl -8.114 -2.316 0.770 0.0883
C -11.487 -0.821 2.927 0.2191
Cl -13.070 -0.007 3.018 -0.0994
Cl -11.663 -2.368 2.062 -0.0446
Cl -10.334 0.220 2.054 -0.0128
Cl -10.881 -1.126 4.574 -0.0949
```

E_HOMO, eV: -10.69
Kohn-Sham gap, eV: 6.8344
Total charge: +1